{
  "formula": "C33H77N3O7",
  "method": "ωB97M-V/def2-TZVPD",
  "smiles": "CC1(C)CCCC(C)(C)N1O.CC1(C)CCCC(C)(C)N1O.CC1(C)CCCC(C)(C)N1O.CCO.CCO.CCO.O",
  "relative_energy_kcal_mol": 62.5,
  "homo_energy_ev": -8.62,
  "gap_ev": 9.27,
  "species": ["C", "C", "C", "C", "C", "C", "C", "C", "C", "N", "O", "H", "H", "H", "H", "H", "H", "H", "H", "H", "H", "H", "H", "H", "H", "H", "H", "H", "H", "H", "C", "C", "C", "C", "C", "C", "C", "C", "C", "N", "O", "H", "H", "H", "H", "H", "H", "H", "H", "H", "H", "H", "H", "H", "H", "H", "H", "H", "H", "H", "C", "C", "C", "C", "C", "C", "C", "C", "C", "N", "O", "H", "H", "H", "H", "H", "H", "H", "H", "H", "H", "H", "H", "H", "H", "H", "H", "H", "H", "H", "C", "C", "O", "H", "H", "H", "H", "H", "H", "C", "C", "O", "H", "H", "H", "H", "H", "H", "C", "C", "O", "H", "H", "H", "H", "H", "H", "O", "H", "H"],
  "positions_angstrom": [[-2.1310, -5.3539, 1.9120], [-1.6189, -5.7784, 0.5196], [-2.3424, -6.9203, -0.1132], [-1.6878, -4.5618, -0.4626], [-0.6455, -3.4155, -0.1922], [0.7448, -3.9844, -0.1919], [0.8765, -5.1676, 0.8068], [2.2438, -5.7918, 0.4169], [0.9600, -4.5765, 2.2376], [-0.1802, -6.1818, 0.5823], [-0.0544, -7.2659, 1.5284], [-3.1523, -5.6545, 2.1936], [-1.5066, -5.8617, 2.6730], [-2.0163, -4.2467, 2.1776], [-1.8634, -7.2380, -1.0090], [-2.1000, -7.8010, 0.4731], [-3.4109, -6.8502, -0.1585], [-1.5887, -4.8895, -1.5156], [-2.7896, -4.2203, -0.3875], [-0.9936, -2.6854, -0.9101], [-0.7413, -2.9292, 0.7533], [1.4913, -3.2167, -0.0903], [1.0352, -4.4162, -1.1458], [2.9777, -5.0414, 0.1902], [2.1278, -6.4826, -0.4047], [2.4989, -6.4709, 1.2243], [1.9426, -4.0540, 2.2422], [0.9098, -5.3611, 3.0187], [0.1669, -3.8365, 2.4685], [0.0867, -8.0449, 0.9917], [-2.6051, 3.7336, 0.7757], [-3.3049, 4.2679, 2.0131], [-4.8441, 4.3502, 1.7726], [-3.0061, 3.3253, 3.2926], [-1.5461, 3.4750, 3.7119], [-1.2017, 4.9232, 3.9514], [-1.5375, 5.8683, 2.8315], [-1.4805, 7.2846, 3.3712], [-0.5627, 5.7214, 1.6226], [-2.9317, 5.6494, 2.3773], [-3.1635, 6.4905, 1.2152], [-1.6258, 3.4025, 0.9930], [-3.0977, 2.8446, 0.3221], [-2.4376, 4.5041, 0.0636], [-5.2812, 3.3451, 1.4311], [-5.3045, 4.7415, 2.6518], [-5.0475, 4.9473, 0.9304], [-3.7380, 3.5996, 4.0794], [-3.2327, 2.3041, 2.9633], [-1.3765, 2.8769, 4.6256], [-0.8518, 3.0709, 2.9448], [-0.1714, 5.0575, 4.2335], [-1.8269, 5.2612, 4.7458], [-0.4829, 7.5118, 3.7615], [-2.1364, 7.4154, 4.2538], [-1.7252, 8.0768, 2.6497], [-0.2585, 4.7229, 1.3549], [0.4130, 6.2646, 1.8436], [-0.9082, 6.1045, 0.6342], [-3.6421, 7.2493, 1.5368], [3.3946, 2.7518, -1.8600], [4.1135, 1.8271, -2.7934], [4.0811, 2.4295, -4.2194], [5.6539, 1.7364, -2.5325], [6.0034, 0.8681, -1.3397], [5.4388, -0.5624, -1.6239], [3.8504, -0.4704, -1.8192], [3.3138, -1.8540, -2.2061], [3.1722, -0.0195, -0.5173], [3.6391, 0.4958, -2.9705], [2.2822, 0.5622, -3.2351], [3.8427, 2.7337, -0.8772], [3.5065, 3.7727, -2.1488], [2.3071, 2.6307, -1.6877], [4.3693, 1.6922, -5.0029], [3.0457, 2.5989, -4.5083], [4.7286, 3.3510, -4.3399], [6.1392, 1.3698, -3.4529], [6.0103, 2.7407, -2.4007], [7.0396, 0.8346, -1.2004], [5.4760, 1.2383, -0.4435], [5.7239, -1.2911, -0.9093], [5.8590, -0.8547, -2.6335], [3.5896, -2.1843, -3.2071], [2.2267, -2.0175, -2.0664], [3.8907, -2.5359, -1.5313], [2.0706, 0.0707, -0.6584], [3.5354, 0.9611, -0.0773], [3.3312, -0.8582, 0.2028], [2.1393, 0.1129, -4.0192], [-4.2184, -0.8273, 0.7691], [-3.8529, -1.1092, -0.6929], [-3.0244, 0.0170, -1.1330], [-3.4190, -1.1306, 1.4508], [-5.1494, -1.4207, 0.9789], [-4.4385, 0.2364, 0.8034], [-4.7361, -1.0893, -1.2880], [-3.2764, -2.0289, -0.7873], [-2.2748, -0.0087, -0.5155], [0.0808, -1.8141, -3.7520], [-1.4263, -1.4192, -3.8985], [-1.5435, -0.0342, -3.5545], [0.2859, -2.8548, -3.9965], [0.4536, -1.5587, -2.7627], [0.4499, -1.1584, -4.5381], [-2.0934, -2.1135, -3.3313], [-1.6925, -1.6742, -4.9422], [-2.2640, 0.0773, -2.9267], [0.1050, -0.0277, 2.3488], [-0.6263, 0.7655, 1.3095], [-0.6614, -0.0997, 0.1574], [1.1713, -0.1939, 2.1385], [-0.3432, -1.0247, 2.5209], [0.1005, 0.3967, 3.3593], [-0.1107, 1.7159, 1.1826], [-1.6780, 0.9653, 1.5969], [-0.2550, 0.2650, -0.6283], [0.1416, 1.8133, -1.8076], [-0.7038, 1.5411, -2.3088], [0.9019, 1.5726, -2.4556]]
}

***

{
  "formula": "C33H78F18N5O3P3",
  "method": "ωB97M-V/def2-TZVPD",
  "homo_energy_ev": [-17.05, -17.05],
  "total_charge": 3,
  "gap_ev": [6.97, 3.44],
  "multiplicity": 2,
  "species": ["C", "C", "O", "N", "H", "H", "C", "H", "H", "H", "H", "H", "H", "C", "C", "O", "N", "H", "H", "C", "H", "H", "H", "H", "H", "H", "C", "N", "C", "C", "C", "C", "O", "H", "H", "H", "H", "H", "H", "H", "H", "H", "H", "H", "H", "H", "H", "C", "C", "C", "C", "N", "C", "C", "C", "C", "C", "C", "C", "H", "H", "H", "H", "H", "H", "H", "H", "H", "H", "H", "H", "H", "H", "H", "H", "H", "H", "H", "H", "H", "H", "H", "H", "C", "C", "C", "C", "N", "C", "C", "C", "C", "C", "C", "C", "H", "H", "H", "H", "H", "H", "H", "H", "H", "H", "H", "H", "H", "H", "H", "H", "H", "H", "H", "H", "H", "H", "H", "H", "P", "F", "F", "F", "F", "F", "F", "P", "F", "F", "F", "F", "F", "F", "P", "F", "F", "F", "F", "F", "F"],
  "positions_angstrom": [[-3.7111, -1.2196, -3.0034], [-3.9723, -2.4526, -2.2010], [-5.0907, -3.0169, -2.3477], [-2.9723, -2.9383, -1.1670], [-2.7396, -2.1827, -0.5386], [-3.3947, -3.6480, -0.5856], [-1.6959, -3.5876, -1.8606], [-2.9240, -0.6715, -2.4855], [-4.6458, -0.6627, -3.0691], [-3.3541, -1.4134, -4.0149], [-0.9867, -2.8156, -2.1595], [-1.8687, -4.1997, -2.7458], [-1.1887, -4.1588, -1.0830], [-1.6982, 2.0838, 3.4437], [-2.9761, 1.4522, 3.9394], [-3.5564, 1.8593, 4.8963], [-3.4400, 0.3040, 2.9989], [-4.3765, 0.3833, 2.6290], [-2.8618, 0.2969, 2.1708], [-3.3175, -1.0624, 3.7290], [-1.7625, 2.6695, 2.5267], [-1.0325, 1.2619, 3.1802], [-1.2621, 2.5986, 4.2998], [-2.3390, -1.1758, 4.1957], [-3.4384, -1.7365, 2.8810], [-4.1629, -1.2169, 4.3994], [2.0212, 1.9322, -3.0152], [3.3144, 1.8597, -2.2006], [4.4079, 2.7409, -2.9253], [3.0650, 2.4378, -0.7867], [3.7747, 0.3774, -2.2488], [5.1468, 0.1235, -1.6825], [5.3838, 0.3073, -0.3598], [1.2488, 1.4777, -2.3948], [2.2476, 1.3144, -3.8841], [1.6407, 2.9433, -3.1605], [5.3455, 2.7208, -2.3699], [4.0632, 3.7607, -3.0964], [4.7213, 2.1972, -3.8165], [2.7391, 1.6054, -0.1631], [2.3365, 3.2418, -0.6825], [4.0387, 2.7485, -0.4077], [3.6269, -0.0560, -3.2379], [2.9985, -0.1690, -1.7131], [5.9547, 0.5576, -2.2715], [5.2768, -0.9378, -1.8943], [5.8021, -0.5379, -0.1801], [4.3323, -8.2773, 3.5090], [5.2471, -7.0148, 3.5663], [4.5768, -5.9920, 2.6646], [3.2350, -5.4182, 3.1083], [2.7441, -4.3275, 2.1579], [2.2673, -4.7811, 0.7469], [0.9242, -5.5326, 1.0072], [0.3871, -4.8380, 2.1756], [1.4065, -3.7977, 2.5978], [3.5986, -3.0170, 2.0453], [4.2286, -2.5518, 3.3427], [4.6105, -1.0345, 3.4057], [3.2817, -8.0630, 3.7053], [4.5936, -8.9998, 4.2822], [4.4503, -8.7214, 2.5206], [6.2207, -7.2690, 3.1471], [5.3420, -6.6430, 4.5865], [4.6284, -6.2807, 1.6148], [5.1918, -5.0921, 2.6618], [3.0961, -4.9564, 4.0858], [2.5570, -6.2696, 3.1678], [2.0014, -3.9069, 0.1526], [3.0506, -5.4551, 0.4002], [0.2625, -5.3701, 0.1564], [1.0268, -6.6000, 1.2027], [-0.5423, -4.3007, 1.9868], [0.0554, -5.4580, 3.0085], [1.1707, -2.7955, 2.2400], [1.3418, -3.7363, 3.6842], [2.9704, -2.2132, 1.6614], [4.3365, -3.1770, 1.2592], [5.0364, -3.1845, 3.7103], [3.4211, -2.7905, 4.0349], [3.6633, -0.5451, 3.1791], [5.2312, -0.6993, 2.5748], [5.0770, -0.5456, 4.2609], [-1.7471, 7.6075, -5.8480], [-0.8872, 7.9377, -4.6290], [-1.2365, 7.1128, -3.4352], [-0.9478, 5.6280, -3.3791], [-1.6521, 4.8212, -2.2815], [-1.2587, 3.3213, -2.2516], [-2.5492, 2.5188, -2.2414], [-3.5723, 3.4970, -1.6618], [-3.1903, 4.8072, -2.2991], [-1.2355, 5.4416, -0.9148], [0.2839, 5.6127, -0.6256], [0.5690, 6.1183, 0.7960], [-1.7068, 6.5889, -6.2339], [-1.4775, 8.1534, -6.7522], [-2.7991, 7.7981, -5.6355], [-1.0855, 9.0000, -4.4870], [0.1727, 7.8031, -4.8450], [-2.2082, 7.4388, -3.0641], [-0.6091, 7.5297, -2.6475], [0.1299, 5.4751, -3.3218], [-1.3346, 5.0781, -4.2371], [-0.7441, 3.0149, -1.3409], [-0.5927, 3.0010, -3.0527], [-2.5599, 1.5896, -1.6717], [-2.7076, 2.2807, -3.2932], [-3.4639, 3.5778, -0.5802], [-4.5981, 3.1289, -1.6788], [-3.6129, 5.7385, -1.9221], [-3.3442, 4.7495, -3.3766], [-1.6590, 4.7533, -0.1833], [-1.7947, 6.3355, -0.6386], [0.4714, 6.3661, -1.3906], [0.8693, 4.7242, -0.8621], [0.3869, 5.3569, 1.5544], [0.0226, 7.0210, 1.0695], [1.5509, 6.5557, 0.9763], [-5.6154, 0.3412, 0.4544], [-5.4034, 0.6299, -1.1639], [-6.8827, -0.4310, -0.1748], [-4.6260, -0.9953, 0.5412], [-6.0361, 0.1710, 2.0069], [-4.3129, 1.3361, 0.6538], [-6.6412, 1.6062, 0.4431], [-0.5391, -0.0592, 0.2839], [0.4216, 1.3548, 0.0079], [-0.8962, -0.0522, -1.2936], [0.7949, -0.9434, -0.0575], [-1.4251, -1.4543, 0.5106], [-0.0847, -0.1967, 1.8195], [-1.7729, 0.9258, 0.7282], [-3.7217, -5.1238, 1.7974], [-2.7928, -3.8164, 1.6304], [-2.9540, -5.6454, 0.3880], [-2.5884, -5.7862, 2.8616], [-4.7543, -6.3322, 1.7995], [-4.5969, -4.4352, 3.0933], [-4.8633, -4.3180, 0.9073]]
}

***

{
  "formula": "C33H83N5O3S",
  "method": "ωB97M-V/def2-TZVPD",
  "smiles": "CCOS(C)(=O)=O.CCN(CC)CC.CCN(CC)CC.CCN(CC)CC.CCN(CC)CC.CCN(CC)CC",
  "relative_energy_kcal_mol": 0.0,
  "homo_energy_ev": -8.22,
  "gap_ev": 8.37,
  "species": ["C", "C", "O", "S", "C", "O", "O", "H", "H", "H", "H", "H", "H", "H", "H", "C", "C", "N", "C", "C", "C", "C", "H", "H", "H", "H", "H", "H", "H", "H", "H", "H", "H", "H", "H", "H", "H", "C", "C", "N", "C", "C", "C", "C", "H", "H", "H", "H", "H", "H", "H", "H", "H", "H", "H", "H", "H", "H", "H", "C", "C", "N", "C", "C", "C", "C", "H", "H", "H", "H", "H", "H", "H", "H", "H", "H", "H", "H", "H", "H", "H", "C", "C", "N", "C", "C", "C", "C", "H", "H", "H", "H", "H", "H", "H", "H", "H", "H", "H", "H", "H", "H", "H", "C", "C", "N", "C", "C", "C", "C", "H", "H", "H", "H", "H", "H", "H", "H", "H", "H", "H", "H", "H", "H", "H"],
  "positions_angstrom": [[-1.2273, -1.1964, -1.0765], [-0.0963, -0.5485, -1.9540], [1.0987, -1.2069, -1.4748], [2.3454, -0.3516, -0.7997], [2.0668, -0.8259, 0.9116], [3.6015, -1.0276, -1.0790], [2.1628, 1.0956, -1.0912], [-1.3027, -0.7688, -0.0767], [-1.0800, -2.2416, -0.8047], [-2.1885, -1.2332, -1.5891], [-0.0763, -0.6815, -3.0357], [-0.0590, 0.5390, -1.8914], [0.9940, -0.9175, 1.0811], [2.4528, -0.0222, 1.5386], [2.5258, -1.7999, 1.0808], [-3.0853, -4.4510, 5.4617], [-1.8566, -5.3372, 5.2905], [-1.3493, -5.3428, 3.9148], [-2.2329, -6.1567, 3.1054], [-1.7831, -6.2489, 1.6406], [0.1096, -5.5558, 3.7871], [0.7157, -6.9021, 4.0980], [-2.7494, -3.4153, 5.5139], [-3.7770, -4.6473, 6.2809], [-3.7715, -4.4748, 4.6152], [-1.0414, -4.7760, 5.7473], [-1.8982, -6.3569, 5.6735], [-2.4436, -7.1575, 3.4823], [-3.2311, -5.7189, 3.1026], [-1.4340, -5.2725, 1.3047], [-1.1077, -7.0970, 1.5282], [-2.5998, -6.5731, 0.9956], [0.6437, -4.8147, 4.3817], [0.4329, -5.3850, 2.7602], [0.2791, -7.7690, 3.6020], [0.6714, -7.1404, 5.1607], [1.7576, -6.9012, 3.7777], [8.3251, 5.1752, 0.9056], [7.1406, 4.4148, 1.4641], [7.3561, 3.7636, 2.7842], [6.1377, 3.0926, 3.1277], [4.8824, 3.8558, 3.2791], [8.4632, 2.7548, 2.7448], [8.7648, 2.1389, 4.1606], [9.2337, 4.5741, 0.8713], [8.3904, 6.0135, 1.5992], [8.1297, 5.7135, -0.0218], [6.2368, 4.9999, 1.6343], [6.8128, 3.6509, 0.7592], [6.0311, 2.1934, 2.5209], [6.2275, 2.7419, 4.1558], [4.4470, 4.1086, 2.3124], [4.1200, 3.1869, 3.6783], [4.9617, 4.7189, 3.9401], [9.3556, 3.3181, 2.4721], [8.2105, 1.9459, 2.0593], [7.9002, 2.1140, 4.8239], [9.5233, 2.7670, 4.6279], [9.1696, 1.1280, 4.1122], [-2.3890, 4.3170, -4.6170], [-2.9746, 5.4021, -5.5041], [-3.3939, 4.8997, -6.8345], [-4.4119, 3.8538, -6.8919], [-5.8412, 4.2480, -6.7286], [-2.2234, 4.5091, -7.6583], [-2.4892, 4.3045, -9.1302], [-3.0415, 3.5175, -4.2663], [-2.0750, 4.6996, -3.6459], [-1.5897, 3.8701, -5.2083], [-3.7791, 5.8321, -4.9073], [-2.2502, 6.2058, -5.6357], [-4.5544, 3.3252, -7.8345], [-4.0687, 3.0154, -6.2859], [-6.3818, 3.3020, -6.6978], [-5.9636, 4.8633, -5.8373], [-6.1824, 4.7965, -7.6066], [-1.7968, 3.5587, -7.3376], [-1.3877, 5.2022, -7.5620], [-3.1606, 5.1197, -9.4002], [-2.8817, 3.3395, -9.4508], [-1.5946, 4.3336, -9.7522], [-5.9052, -3.0290, -6.1734], [-4.8812, -1.9307, -6.8040], [-4.0176, -2.4752, -7.8190], [-3.2681, -3.6824, -7.3597], [-2.5727, -4.4619, -8.5002], [-3.3349, -1.4487, -8.5776], [-2.1538, -0.9548, -7.8961], [-6.4456, -2.7257, -5.2767], [-5.4084, -3.8997, -5.7457], [-6.5469, -3.3845, -6.9796], [-5.4784, -1.0676, -7.0982], [-4.3092, -1.4604, -6.0041], [-3.9968, -4.3886, -6.9618], [-2.5139, -3.5513, -6.5838], [-2.1787, -5.3960, -8.1000], [-1.7756, -4.1102, -9.1551], [-3.4204, -4.6490, -9.1593], [-3.0803, -1.9594, -9.5064], [-4.0578, -0.6572, -8.7755], [-1.4746, -0.2906, -8.4306], [-2.4537, -0.5201, -6.9426], [-1.4772, -1.7889, -7.7104], [0.6119, 0.6688, 10.8750], [0.1326, 0.2480, 9.4771], [0.1312, 1.2770, 8.4474], [1.5254, 1.6635, 8.1525], [2.5094, 0.6441, 7.5721], [-0.4228, 0.7633, 7.2294], [-0.7500, 1.9173, 6.1626], [1.1000, -0.0960, 11.4790], [-0.3409, 0.8386, 11.3766], [1.1374, 1.6237, 10.8842], [0.7679, -0.5941, 9.2025], [-0.8857, -0.1031, 9.6442], [1.5161, 2.5801, 7.5628], [1.9658, 2.0404, 9.0756], [3.5047, 1.0869, 7.6067], [2.5571, -0.2134, 8.2433], [2.2805, 0.3062, 6.5614], [-1.3797, 0.2875, 7.4444], [0.2512, 0.0423, 6.7670], [0.2195, 2.3025, 5.8464], [-1.2546, 2.8351, 6.4644], [-1.2814, 1.5087, 5.3031]]
}

***

no.,E (Eh)
1,-1994.2903
2,-4624.7381
3,-2204.5629